[1]
Entry from the OMol25 dataset: C24H25BrN2O5 in the gas phase (ωB97M-V/def2-TZVPD).

Element x y z (Å)
1 C -3.848 -2.921 -0.813
2 C -2.497 -2.830 -0.122
3 O -2.084 -1.468 0.044
4 C -1.421 -0.907 -0.961
5 O -1.112 -1.451 -1.986
6 C -1.040 0.512 -0.613
7 O 0.267 0.717 -0.812
8 C 0.799 1.912 -0.481
9 C 2.179 2.056 -0.667
10 C 2.966 0.875 -1.169
11 N 2.718 -0.269 -0.309
12 C 2.964 -1.546 -0.947
13 C 2.492 -2.665 -0.010
14 N 3.116 -2.630 1.298
15 C 4.479 -3.118 1.316
16 C 2.951 -1.310 1.874
17 C 3.423 -0.178 0.953
18 C 2.766 3.275 -0.346
19 O 4.102 3.418 -0.524
20 C 1.986 4.327 0.153
21 C 0.638 4.165 0.343
22 C 0.016 2.952 0.031
23 C -1.425 2.773 0.244
24 O -2.145 3.646 0.696
25 C -1.912 1.434 -0.139
26 C -3.351 1.156 -0.043
27 C -4.030 0.605 -1.127
28 C -5.387 0.356 -1.056
29 C -6.067 0.667 0.110
30 Br -7.935 0.306 0.220
31 C -5.417 1.232 1.192
32 C -4.060 1.480 1.111
33 H -4.593 -2.356 -0.259
34 H -3.780 -2.522 -1.822
35 H -4.157 -3.961 -0.866
36 H -2.545 -3.233 0.891
37 H -1.735 -3.361 -0.701
38 H 2.613 0.622 -2.173
39 H 4.032 1.141 -1.228
40 H 2.385 -1.591 -1.872
41 H 4.032 -1.684 -1.198
42 H 2.678 -3.639 -0.467
43 H 1.415 -2.549 0.142
44 H 4.830 -3.128 2.348
45 H 5.186 -2.527 0.718
46 H 4.486 -4.141 0.941
47 H 3.485 -1.267 2.825
48 H 1.882 -1.173 2.066
49 H 3.192 0.785 1.414
50 H 4.519 -0.232 0.812
51 H 4.374 4.308 -0.264
52 H 2.462 5.268 0.394
53 H 0.024 4.961 0.735
54 H -3.495 0.384 -2.039
55 H -5.913 -0.073 -1.896
56 H -5.965 1.477 2.089
57 H -3.546 1.922 1.948

Output
HOMO-LUMO gap: 8.03 eV
DFT total energy: -108553.87915 eV
molecular weight: 501.4 g/mol
net charge: 0

Electronic structure analysis, Löwdin charges in units of e: -0.052, -0.191, 0.019, -0.436, 0.149, -0.067, 0.125, -0.113, -0.059, -0.114, -0.173, -0.167, -0.175, -0.224, -0.101, -0.175, -0.162, -0.256, 0.072, -0.004, 0.009, -0.057, -0.301, 0.088, -0.013, -0.166, -0.023, -0.129, -0.680, 0.719, -0.108, -0.002, 0.074, 0.079, 0.081, 0.127, 0.123, 0.136, 0.128, 0.123, 0.122, 0.118, 0.115, 0.084, 0.075, 0.084, 0.117, 0.121, 0.126, 0.123, 0.115, 0.115, 0.124, 0.128, 0.105, 0.103, 0.122

---

[2]
Entry from the OMol25 dataset: 3 unconnected molecules or ions with the total composition C27H42N4O2S (ωB97M-V/def2-TZVPD).

Element x y z (Å)
1 C -5.031 0.198 -8.388
2 C -4.253 0.546 -7.503
3 C -3.115 0.928 -6.464
4 C -1.833 1.536 -7.163
5 C -0.487 1.239 -6.500
6 C 0.829 1.753 -7.120
7 C 0.863 2.592 -8.385
8 C -0.493 2.883 -9.027
9 N -0.736 3.614 -10.209
10 S -2.404 3.656 -10.480
11 N -3.009 2.795 -9.167
12 C -1.860 2.394 -8.446
13 H -5.931 -0.242 -8.904
14 H -3.523 1.552 -5.611
15 H -2.794 -0.076 -6.016
16 H -0.453 0.642 -5.544
17 H 1.780 1.460 -6.572
18 H 1.843 2.972 -8.795
19 C 1.233 -3.023 -1.446
20 C 0.827 -1.859 -2.382
21 C 2.087 -1.055 -2.752
22 C 2.624 -0.233 -1.584
23 C 1.537 0.656 -0.989
24 C 0.220 -0.079 -0.663
25 N -0.223 -1.005 -1.748
26 O -0.778 -0.257 -2.717
27 C 0.358 -0.871 0.655
28 C -0.843 0.996 -0.325
29 C 0.297 -2.583 -3.642
30 H 1.719 -3.825 -2.009
31 H 1.950 -2.741 -0.678
32 H 0.357 -3.462 -0.960
33 H 1.870 -0.378 -3.588
34 H 2.873 -1.728 -3.107
35 H 3.042 -0.885 -0.811
36 H 3.453 0.391 -1.931
37 H 1.927 1.139 -0.087
38 H 1.339 1.464 -1.703
39 H -0.529 -1.484 0.841
40 H 0.465 -0.197 1.509
41 H 1.233 -1.516 0.692
42 H -0.955 1.736 -1.121
43 H -0.558 1.552 0.571
44 H -1.819 0.542 -0.137
45 H -0.564 -3.211 -3.393
46 H 1.067 -3.232 -4.067
47 H 0.001 -1.898 -4.438
48 C 1.842 1.235 6.499
49 C 0.757 0.784 5.491
50 C -0.577 1.457 5.860
51 C -1.192 0.884 7.134
52 C -1.327 -0.633 7.047
53 C -0.040 -1.363 6.610
54 N 0.648 -0.707 5.458
55 O -0.024 -1.040 4.342
56 C 0.946 -1.471 7.794
57 C -0.415 -2.837 6.319
58 C 1.261 1.354 4.145
59 H 2.169 2.258 6.288
60 H 1.503 1.254 7.532
61 H 2.729 0.600 6.435
62 H -1.295 1.343 5.040
63 H -0.433 2.535 5.987
64 H -0.599 1.160 8.010
65 H -2.181 1.327 7.289
66 H -1.662 -1.016 8.016
67 H -2.134 -0.856 6.338
68 H 1.905 -1.887 7.470
69 H 0.554 -2.136 8.570
70 H 1.135 -0.525 8.297
71 H -1.222 -2.926 5.588
72 H -0.768 -3.332 7.226
73 H 0.447 -3.400 5.950
74 H 2.240 0.936 3.889
75 H 1.371 2.440 4.204
76 H 0.579 1.161 3.315

Output
HOMO-LUMO gap (spin up / spin down): 7.55 / 7.55 eV
2S+1: 3
⟨S²⟩: 2.009
DFT total energy: -49561.62262 eV
molecular weight: 486.7 g/mol
net charge: 0

Electronic structure analysis, Löwdin charges in units of e: 0.054, -0.135, -0.148, -0.113, -0.011, -0.059, -0.012, -0.287, -0.282, 0.933, -0.256, -0.249, 0.048, 0.121, 0.117, 0.087, 0.090, 0.099, -0.042, -0.483, -0.137, -0.181, -0.132, -0.479, -0.047, -0.038, -0.034, -0.043, -0.043, 0.085, 0.058, 0.094, 0.118, 0.125, 0.103, 0.113, 0.124, 0.122, 0.098, 0.060, 0.063, 0.077, 0.080, 0.091, 0.092, 0.085, 0.065, -0.043, -0.482, -0.136, -0.182, -0.134, -0.485, -0.049, -0.024, -0.042, -0.047, -0.043, 0.085, 0.058, 0.093, 0.126, 0.125, 0.103, 0.114, 0.125, 0.123, 0.093, 0.085, 0.059, 0.077, 0.084, 0.090, 0.093, 0.086, 0.056

---

[3]
Entry from the OMol25 dataset: 13 unconnected molecules or ions with the total composition C19H64N4O13 (ωB97M-V/def2-TZVPD).

Element x y z (Å)
1 C -0.423 0.618 4.159
2 C 0.770 -0.247 4.692
3 O 0.800 -1.497 3.952
4 H -0.617 0.786 3.119
5 H -0.340 1.577 4.583
6 H -1.271 0.008 4.490
7 H 0.782 -0.521 5.781
8 H 1.699 0.307 4.568
9 H 1.601 -1.967 4.191
10 C 1.476 5.301 -0.859
11 C 1.345 3.764 -1.055
12 O -0.036 3.340 -1.147
13 H 2.542 5.692 -0.770
14 H 0.927 5.519 0.041
15 H 0.976 5.790 -1.662
16 H 1.853 3.220 -0.319
17 H 1.877 3.481 -1.928
18 H 0.121 2.351 -1.001
19 C 2.697 1.012 -3.864
20 C 2.566 -0.397 -3.189
21 O 3.510 -1.165 -3.790
22 H 3.725 1.336 -3.716
23 H 1.932 1.715 -3.465
24 H 2.567 0.822 -4.936
25 H 1.599 -0.718 -3.305
26 H 2.674 -0.250 -2.088
27 H 4.394 -0.731 -3.743
28 C -0.948 0.923 -3.234
29 C -1.544 0.658 -4.629
30 O -2.539 -0.263 -4.410
31 H -0.396 0.115 -2.835
32 H -1.746 1.336 -2.558
33 H -0.233 1.755 -3.371
34 H -0.809 0.225 -5.307
35 H -1.870 1.578 -5.181
36 H -2.780 -0.581 -5.315
37 C -3.903 -2.956 1.911
38 C -3.057 -1.716 2.098
39 O -1.723 -2.149 2.136
40 H -3.599 -3.779 2.518
41 H -3.720 -3.362 0.912
42 H -4.940 -2.719 1.859
43 H -3.325 -1.340 3.055
44 H -3.297 -0.951 1.389
45 H -1.583 -2.645 2.898
46 C 0.630 3.861 2.699
47 C 1.703 2.813 2.273
48 O 2.929 3.442 1.924
49 H 0.183 4.300 1.809
50 H 0.804 4.596 3.506
51 H -0.130 3.320 3.182
52 H 1.461 2.129 1.447
53 H 1.819 2.199 3.153
54 H 3.424 2.814 1.383
55 C -0.094 -0.105 0.249
56 O 0.446 0.811 -0.662
57 N 0.618 -0.439 1.261
58 N -1.106 -0.903 0.007
59 H 0.348 -0.964 2.113
60 H 1.573 0.073 1.265
61 H -1.732 -0.698 -0.790
62 H -1.510 -1.390 0.801
63 C 1.619 -2.785 -1.170
64 O 2.431 -3.331 -2.196
65 N 2.112 -2.138 -0.093
66 N 0.264 -2.926 -1.052
67 H 3.194 -2.074 -0.118
68 H 1.562 -1.393 0.382
69 H -0.313 -3.242 -1.824
70 H -0.210 -2.279 -0.452
71 C -2.029 -3.679 -3.218
72 O -0.856 -4.450 -3.301
73 H -1.831 -2.677 -2.920
74 H -2.923 -4.157 -2.677
75 H -2.393 -3.571 -4.247
76 H -1.150 -5.357 -3.344
77 C -2.366 2.670 0.788
78 O -2.910 1.490 1.235
79 H -2.769 3.514 1.273
80 H -2.525 2.920 -0.261
81 H -1.392 2.789 1.073
82 H -3.041 0.947 0.447
83 C -4.512 0.323 -1.279
84 O -3.200 -0.103 -1.462
85 H -5.089 0.107 -2.219
86 H -4.492 1.384 -1.088
87 H -4.963 -0.016 -0.375
88 H -3.088 0.155 -2.378
89 C 3.915 0.157 1.859
90 O 3.364 0.790 0.739
91 H 4.432 0.844 2.590
92 H 4.702 -0.544 1.479
93 H 3.109 -0.288 2.317
94 H 4.029 1.280 0.256
95 C 1.259 -4.168 2.725
96 O 2.375 -3.351 2.289
97 H 0.967 -4.933 2.040
98 H 0.291 -3.594 2.691
99 H 1.251 -4.570 3.720
100 H 2.073 -2.876 1.476

Output
HOMO-LUMO gap: 8.62 eV
DFT total energy: -53311.25493 eV
energy above the lowest of the compared OMol25 structures with the same formula, charge and spin: 241.4 kJ/mol
molecular weight: 556.7 g/mol
net charge: 0

Atom charges from the Löwdin analysis, given in e for atoms 1 to 99: -0.055, -0.239, -0.132, 0.049, 0.052, 0.079, 0.126, 0.087, 0.076, -0.058, -0.300, -0.127, 0.098, 0.044, 0.051, 0.053, 0.078, 0.018, -0.063, -0.368, -0.066, 0.062, 0.051, 0.076, 0.065, 0.099, 0.110, -0.074, -0.325, -0.093, 0.043, 0.089, 0.076, 0.110, 0.125, 0.122, -0.054, -0.275, -0.085, 0.074, 0.081, 0.072, 0.113, 0.089, 0.068, -0.045, -0.292, -0.081, 0.057, 0.092, 0.021, 0.080, 0.080, 0.046, -0.524, -0.098, 0.154, 0.164, 0.105, 0.123, 0.100, 0.050, -0.484, -0.126, 0.102, 0.183, 0.172, 0.033, 0.051, 0.026, -0.175, -0.105, 0.044, 0.111, 0.075, 0.086, -0.166, -0.095, 0.073, 0.095, 0.021, 0.018, -0.131, -0.163, 0.119, 0.079, 0.076, 0.036, -0.130, -0.148, 0.112, 0.109, 0.031, 0.102, -0.147, -0.144, 0.067, 0.055, 0.072

---

[4]
Entry from the OMol25 dataset: 2 unconnected molecules or ions with the total composition C4H9NO2 (ωB97M-V/def2-TZVPD).

Element x y z (Å)
1 C -2.217 -0.228 -0.437
2 C -1.213 -0.795 0.257
3 O -0.001 -0.279 1.070
4 N 0.632 -1.354 1.773
5 H -2.005 0.519 -1.194
6 H -3.203 -0.674 -0.434
7 H -1.593 -1.565 0.930
8 H 1.180 -0.888 2.492
9 H 1.294 -1.762 1.109
10 C 0.977 1.662 -0.743
11 C 1.131 0.173 -0.788
12 O 2.152 -0.436 -0.993
13 H 1.528 2.114 -1.570
14 H 1.407 2.025 0.194
15 H -0.075 1.941 -0.772
16 H 0.004 -0.454 -0.895

Output
HOMO-LUMO gap: 9.33 eV
DFT total energy: -9873.44840 eV
energy above the lowest of the compared OMol25 structures with the same formula, charge and spin: 638.0 kJ/mol
molecular weight: 103.1 g/mol
net charge: 0

Electronic structure analysis, Löwdin charges in units of e: 0.021, -0.163, -0.273, 0.047, 0.055, 0.065, 0.100, 0.092, 0.078, -0.039, -0.377, 0.028, 0.087, 0.089, 0.066, 0.123

---

Q: The lowest DFT total energy belongs to which entry?
A: C24H25BrN2O5

---

Q: Among the records above, which one has the highest molecular weight?
A: C19H64N4O13

---

Q: Among the records above, which one has the lowest DFT total energy?
A: C24H25BrN2O5